Entry 1:
Computed, not measured: one molecule with the formula C10H17NSi, with ωB97M-V with the def2-TZVPD basis set.

Properties
Energy above the lowest of the compared OMol25 structures with the same formula, charge and spin = 10.1 kcal per mole
Frontier orbital gap = 0.3488 hartree
E_tot = -20013.020 eV
SMILES = CC[Si@@](C)(NC)c1ccccc1

Last column: Mulliken charge in e.
Atoms and positions in Å:
1 C -0.195665 -3.611853 1.655621  -0.587
2 C -0.770576 -2.570881 2.284527  -0.649
3 C 0.697238 -3.352801 0.554272  -0.547
4 C -0.583305 -1.265883 1.801743  -0.166
5 C 0.856604 -2.054957 0.025390  -0.715
6 C 0.100892 -1.015385 0.642590  0.359
7 C 2.472740 2.478185 -0.084590  -1.001
8 C -2.282693 -0.157294 -1.874737  -0.868
9 C -1.112085 1.666645 0.771669  -1.220
10 C 1.821898 1.240398 -0.851001  -0.762
11 N -0.911406 0.516128 -1.835272  -0.246
12 Si 0.001374 0.655794 -0.331552  0.155
13 H -0.360685 -4.611618 1.886761  0.454
14 H -1.330209 -2.745392 3.107632  0.513
15 H 1.216832 -4.183504 0.178519  0.412
16 H -0.906887 -0.438110 2.379787  0.449
17 H 1.403606 -1.847578 -0.825370  0.483
18 H 2.347908 2.119786 1.020856  0.214
19 H 3.549415 2.587162 -0.239417  0.379
20 H 1.867118 3.441568 -0.296589  0.232
21 H -2.432193 -0.526148 -0.874555  0.255
22 H -3.142708 0.440262 -2.100027  0.343
23 H -2.325222 -1.023634 -2.562290  0.286
24 H -1.593622 2.443360 0.253313  0.393
25 H -1.850592 0.986242 1.142172  0.340
26 H -0.603266 2.155731 1.518519  0.393
27 H 2.345695 0.386133 -0.507397  0.341
28 H 1.963271 1.309903 -1.893897  0.531
29 H -1.020487 1.124506 -2.618281  0.230

Cartesian forces, eV/Å:
2.200 1.026 -2.917
1.113 1.623 -1.600
-1.061 1.476 0.923
0.112 -0.761 0.299
-2.615 -1.433 2.951
1.311 0.478 -2.116
-2.292 -0.981 1.336
1.828 -0.999 0.793
0.401 -0.878 -1.257
-1.020 1.267 1.908
-2.146 -1.488 -0.288
0.143 0.523 -0.845
-0.272 -1.539 0.759
-1.807 -0.318 2.580
0.663 -0.905 -0.760
-0.783 0.528 0.368
1.224 0.155 -1.623
0.248 1.370 -1.613
-0.295 0.113 -0.322
1.265 -1.487 0.565
-0.425 -0.510 0.390
-0.142 1.007 -0.208
0.313 0.356 0.261
-0.769 0.912 -1.043
-0.508 -0.228 0.443
1.155 0.825 2.308
0.911 -1.025 0.139
-0.131 0.062 -1.318
1.382 0.828 -0.111

Entry 2:
Computed, not measured: C5H12O as an isolated structure, with ωB97M-V with the def2-TZVPD basis set.

Properties
Energy above the lowest of the compared OMol25 structures with the same formula, charge and spin = 72.8 kcal per mole
Frontier orbital gap = 0.3865 hartree
E_tot = -7424.153 eV

Last column: Mulliken charge in e.
Atoms and positions in Å:
1 C -2.677968 1.271270 0.208259  -1.169
2 C -1.197133 1.290283 0.662553  -0.229
3 C -0.424769 0.073630 0.080934  -0.506
4 O 0.876620 -0.272496 0.550065  -0.535
5 C 1.600001 -1.676978 -0.267021  -0.207
6 C 2.841325 -0.955050 -0.589078  -0.861
7 H -3.240667 2.107105 0.646099  0.339
8 H -3.193179 0.352074 0.515295  0.322
9 H -2.790672 1.358390 -0.880532  0.310
10 H -1.172175 1.257458 1.756385  0.282
11 H -0.762633 2.250922 0.355492  0.281
12 H -1.011440 -0.802872 0.341579  0.279
13 H -0.444409 0.190806 -1.019008  0.269
14 H 0.838005 -1.851835 -1.010507  0.285
15 H 1.761248 -2.528758 0.416281  0.245
16 H 3.805745 -1.485201 -0.512424  0.318
17 H 2.417507 -0.246194 0.224881  0.320
18 H 2.774595 -0.332554 -1.479253  0.258

Cartesian forces, eV/Å:
0.106 -0.077 -0.004
0.282 -0.153 0.111
-0.582 -0.620 -0.158
-0.293 -1.544 -0.604
-1.419 1.343 0.842
-0.268 0.881 0.511
0.274 -0.153 -0.044
0.204 0.108 -0.029
0.177 -0.056 0.180
0.099 -0.013 -0.083
0.141 -0.284 0.053
-0.678 -0.124 -0.273
0.174 -0.115 0.167
-0.101 -0.185 -0.200
-0.548 0.724 0.016
-0.621 0.362 0.317
2.994 0.216 -0.566
0.059 -0.311 -0.236

Entry 3:
Computed, not measured: C22H30BF2IN3O2PSTl as an isolated structure, with ωB97M-V with the def2-TZVPD basis set.

Properties
Frontier orbital gap = 0.2449 hartree
Total charge = -1
E_tot = -70902.082 eV

Last column: Mulliken charge in e.
Atoms and positions in Å:
1 Tl -0.913635 -1.327866 -0.573672  0.729
2 C -2.035119 2.314954 4.157576  -1.179
3 C -0.707763 2.748947 3.542915  -0.736
4 N 0.021481 1.608367 3.000937  0.243
5 C 0.968438 0.955037 3.887854  -0.936
6 C 2.379235 1.518270 3.718245  -0.970
7 C -0.216865 1.201526 1.725483  0.387
8 S 0.683581 -0.183259 1.181399  -0.375
9 N -1.126634 1.905013 1.073308  0.021
10 C -1.447129 1.792802 -0.227995  -0.469
11 O -0.833880 1.168896 -1.108255  -0.425
12 C -2.682534 2.553179 -0.613387  0.622
13 C -3.267211 2.292427 -1.848336  -0.456
14 C -4.418932 2.959229 -2.232171  -0.709
15 C -4.992083 3.899099 -1.387541  -0.334
16 C -4.412621 4.164623 -0.154641  -0.716
17 C -3.266846 3.488842 0.234737  0.008
18 H -2.578676 3.181241 4.539419  0.362
19 H -1.873095 1.614983 4.978911  0.408
20 H -2.638383 1.824352 3.393871  0.257
21 H -0.070003 3.237159 4.283936  0.452
22 H -0.895928 3.441735 2.727189  0.424
23 H 0.975655 -0.111906 3.675147  0.342
24 H 0.625579 1.106893 4.913603  0.454
25 H 2.722978 1.337333 2.700339  0.195
26 H 3.068779 1.038479 4.414638  0.405
27 H 2.387289 2.594178 3.904310  0.316
28 H -2.816939 1.549129 -2.492622  0.455
29 H -4.873746 2.740069 -3.190157  0.381
30 H -5.893506 4.420215 -1.687111  0.364
31 H -4.857498 4.897204 0.507893  0.395
32 H -2.816865 3.671522 1.199787  0.267
33 N -1.314980 -5.239981 1.172806  -0.696
34 C -1.016992 -3.858039 1.312486  0.869
35 O -0.451105 -3.354237 0.233940  -0.551
36 C -1.262919 -3.217961 2.471148  -0.946
37 I -3.512244 -1.042884 0.298797  -0.459
38 H -1.286817 -5.500870 0.198539  0.277
39 H -2.197100 -5.484160 1.596269  0.211
40 H -1.009473 -2.175199 2.586504  0.072
41 H -1.731667 -3.721107 3.305812  0.164
42 C 3.816377 0.794388 -1.934890  -1.452
43 P 2.147218 -0.022783 -2.045761  0.914
44 C 1.755533 0.455617 -3.792722  -1.561
45 C 2.793446 -1.732886 -2.253222  0.350
46 C 2.794134 -2.534937 -1.113106  -0.230
47 C 3.285497 -3.830952 -1.160774  -0.688
48 C 3.770468 -4.341150 -2.355122  -0.425
49 C 3.779297 -3.548957 -3.494672  -0.636
50 C 3.290620 -2.252392 -3.445014  -0.203
51 H 4.456877 0.479111 -2.761107  0.420
52 H 4.294231 0.518117 -0.994778  0.337
53 H 3.684137 1.877656 -1.958254  0.427
54 H 2.646874 0.571379 -4.412112  0.426
55 H 1.221352 1.405629 -3.751964  0.382
56 H 1.093391 -0.288095 -4.235335  0.374
57 H 2.390182 -2.144564 -0.185862  0.105
58 H 3.277992 -4.443457 -0.268398  0.423
59 H 4.131087 -5.361414 -2.404196  0.362
60 H 4.166547 -3.943294 -4.426949  0.376
61 H 3.283645 -1.651018 -4.346068  0.252
62 F -1.763693 -1.492134 -3.741711  -0.205
63 B -0.810132 -1.859027 -2.878338  0.250
64 F 0.081096 -2.663071 -3.461557  -0.123

Cartesian forces, eV/Å:
0.396 -0.390 -0.726
0.126 0.057 -0.048
-0.147 -0.059 -0.052
-0.039 0.056 -0.164
0.256 0.054 -0.097
-0.155 -0.029 0.053
0.035 -0.121 -0.098
-0.366 -0.181 -0.136
-0.180 0.094 0.315
0.317 -0.116 -0.079
-0.206 0.271 0.034
-0.073 0.060 -0.060
0.031 0.018 -0.019
0.001 -0.004 -0.027
-0.037 0.038 0.003
-0.020 0.025 0.011
0.022 -0.040 -0.048
-0.027 -0.010 0.029
-0.031 -0.013 0.011
-0.023 -0.003 0.013
0.018 -0.016 -0.018
0.068 0.098 0.067
-0.088 -0.027 0.088
-0.073 -0.040 -0.027
0.042 0.004 0.003
0.026 0.005 -0.008
0.038 0.009 0.002
0.032 -0.004 0.030
-0.010 -0.004 0.004
0.001 0.003 0.001
-0.012 -0.008 0.001
0.026 -0.008 0.019
0.044 0.013 -0.016
0.198 -0.035 -0.025
0.028 -0.014 0.054
0.011 0.118 0.162
-0.283 0.064 0.099
-0.096 0.047 -0.044
-0.008 -0.051 0.010
-0.033 0.025 -0.057
0.014 -0.091 -0.033
-0.240 0.022 0.044
0.488 -0.029 -0.366
0.027 -0.024 0.255
-0.061 0.097 0.043
0.006 0.023 -0.092
0.025 -0.043 0.018
0.043 -0.055 0.019
-0.009 0.029 -0.078
0.026 -0.062 0.047
0.008 0.046 -0.016
-0.030 0.028 0.025
0.062 0.013 0.015
-0.022 -0.048 -0.059
-0.004 0.005 -0.051
-0.013 0.022 -0.077
-0.019 -0.041 0.030
-0.067 -0.008 -0.006
0.029 0.010 0.019
-0.038 -0.021 -0.003
0.019 0.011 -0.002
0.002 0.268 0.427
-0.143 -0.160 0.166
0.089 0.122 0.413

Entry 4:
Computed, not measured: a 2-piece molecular cluster, C4H13N2O2 overall, with ωB97M-V with the def2-TZVPD basis set.

Properties
Energy above the lowest of the compared OMol25 structures with the same formula, charge and spin = 12.3 kcal per mole
<S²> = 0.755
2S+1 = 2
Frontier orbital gap (alpha / beta) = 0.3778 / 0.2564 hartree
E_tot = -11431.218 eV

Last column: Löwdin spin population.
Atoms and positions in Å:
1 C -1.594778 -0.254625 -0.959867  0.101
2 O -1.288936 0.749071 -1.824712  0.739
3 C -0.969491 -0.015795 0.481066  0.053
4 C 0.539179 -0.160059 0.290236  0.013
5 C 1.575259 0.220239 1.356918  0.004
6 N 1.672466 -0.736338 2.465486  0.000
7 N -1.322169 1.363082 0.873160  0.009
8 H -2.683125 -0.136348 -0.759566  0.062
9 H -1.356302 -1.243563 -1.376179  0.000
10 H -1.374646 -0.699931 1.231528  0.000
11 H 0.810612 0.557089 -0.505033  0.002
12 H 0.689125 -1.117990 -0.200729  0.000
13 H 1.402644 1.200912 1.797006  0.000
14 H 2.497561 0.173497 0.779943  0.001
15 H 2.032575 -1.658565 2.236440  0.000
16 H 2.447094 -0.408718 3.042658  0.000
17 H -1.239630 1.923718 0.029037  -0.001
18 H -2.328127 1.331284 1.035380  0.002
19 H 0.937595 -0.307634 -3.642856  0.000
20 H -0.535058 -0.109554 -2.906605  -0.001
21 O 0.088155 -0.669773 -3.443313  0.015

Cartesian forces, eV/Å:
-0.256 -0.404 0.647
-0.348 -0.004 0.666
0.366 1.364 -0.253
0.023 1.142 -0.575
-0.246 -1.902 -0.281
0.517 0.136 1.016
-0.381 -0.813 -0.046
0.125 -0.228 -0.249
-0.215 0.067 0.095
0.008 -0.095 -0.302
-0.363 -0.125 -0.078
0.519 -0.391 0.375
-0.093 0.022 -0.311
0.362 0.660 -0.013
-0.432 0.029 -0.790
-0.418 0.195 0.313
0.222 0.202 0.119
0.125 0.341 0.344
0.358 0.823 0.178
1.350 0.136 -0.984
-1.224 -1.153 0.129

Entry 5:
Computed, not measured: a 2-piece molecular cluster, C2H5NO3 overall, with ωB97M-V with the def2-TZVPD basis set.

Properties
Energy above the lowest of the compared OMol25 structures with the same formula, charge and spin = 57.4 kcal per mole
Frontier orbital gap = 0.3962 hartree
E_tot = -9785.702 eV
SMILES = NC=O.O=CO

Last column: Mulliken charge in e.
Atoms and positions in Å:
1 C -0.443294 -0.576521 -1.473200  0.092
2 N -1.384872 0.461756 -1.866315  -0.387
3 O -0.356405 -1.273285 -0.465078  -0.417
4 H 0.370632 -0.722474 -2.368807  0.269
5 H -1.909625 0.110282 -2.647924  0.240
6 H -1.614385 1.139716 -1.153228  0.221
7 O 2.000866 0.581644 2.964114  -0.505
8 C 1.268183 -0.175897 2.308157  0.328
9 O 0.303732 0.474207 1.608522  -0.452
10 H 1.409765 -1.298211 2.053200  0.281
11 H 0.355403 1.278782 1.040560  0.330

Cartesian forces, eV/Å:
1.361 -1.137 -0.813
2.637 -1.870 1.386
-0.606 2.323 -2.219
-1.809 0.044 1.788
-0.565 0.919 0.008
-1.086 -0.503 -0.352
-0.988 -3.488 -0.800
2.553 4.314 -0.140
-1.910 -1.525 -1.171
-0.687 1.785 0.831
1.100 -0.863 1.482

Entry 6:
Computed, not measured: a 2-piece molecular cluster, CH2N2O2S overall, with ωB97M-V with the def2-TZVPD basis set.

Properties
Energy above the lowest of the compared OMol25 structures with the same formula, charge and spin = 103.3 kcal per mole
Frontier orbital gap = 0.3962 hartree
E_tot = -18976.848 eV
SMILES = N=S(=O)=O.C#N

Last column: Mulliken charge in e.
Atoms and positions in Å:
1 C 2.367242 -0.221878 1.404124  0.118
2 N 1.250428 -0.188618 1.405592  -0.353
3 N 0.956451 0.873795 -1.255616  -0.436
4 O -1.046641 -0.421547 -2.235524  -0.437
5 O 1.088579 -0.096407 -3.575584  -0.415
6 S 0.342392 0.013981 -2.368389  0.962
7 H 3.455214 0.041464 1.250896  0.248
8 H 0.178968 1.001118 -0.634826  0.314

Cartesian forces, eV/Å:
5.807 1.189 -0.642
-3.956 -0.364 0.358
-0.103 -1.008 -1.960
2.099 0.100 -0.534
-0.113 -0.700 0.189
-1.526 1.642 1.041
-1.846 -0.886 0.464
-0.361 0.026 1.084

Entry 7:
Computed, not measured: a 2-piece molecular cluster, C3H10N3S overall, with ωB97M-V with the def2-TZVPD basis set.

Properties
Energy above the lowest of the compared OMol25 structures with the same formula, charge and spin = 5.8 kcal per mole
Frontier orbital gap = 0.2688 hartree
Total charge = -1
E_tot = -18580.289 eV

Last column: Mulliken charge in e.
Atoms and positions in Å:
1 N 2.070338 0.080400 -0.049003  -0.372
2 C 2.045162 -1.123347 0.654751  0.602
3 N 0.933285 -1.912158 0.565520  -0.304
4 N 3.048964 -1.459748 1.402953  -0.860
5 H 3.040557 0.355523 -0.362594  0.188
6 H 1.226713 0.286544 -0.626872  0.036
7 H 0.138016 -1.627191 -0.008682  0.032
8 H 0.891363 -2.602091 1.336837  0.260
9 H 3.712968 -0.761108 1.517541  0.187
10 C -2.795955 1.050628 -0.097257  -1.108
11 C -1.551760 1.267520 -0.967995  -0.306
12 S -0.732263 -0.225244 -1.499908  -0.735
13 H -2.601381 0.335599 0.708368  0.288
14 H -3.546655 0.577847 -0.701939  0.285
15 H -3.157749 1.997848 0.372177  0.296
16 H -0.881819 1.917552 -0.385141  0.290
17 H -1.839784 1.841426 -1.858756  0.224

Cartesian forces, eV/Å:
0.703 0.035 -0.364
0.957 1.020 0.099
0.837 -0.644 1.102
-1.762 -2.478 0.168
-2.061 -0.460 0.425
0.738 -0.240 -0.049
-0.019 0.157 0.215
-0.200 0.812 -1.130
1.228 1.652 -0.100
0.344 0.241 0.408
-0.316 0.853 0.556
-0.120 -0.452 -0.566
0.244 0.144 -0.003
-0.713 -0.030 -0.288
0.045 -0.541 -0.467
0.129 -0.113 -0.180
-0.033 0.044 0.175